C27H41ClIrN2O3 | wB97M-V/def2-TZVPD

The total charge is 0. As for the HOMO energy (alpha / beta): -0.2346 / -0.2970 Ha. As for the spin multiplicity: 6. As for the LUMO energy (alpha / beta): -0.05 / -2.74 eV. The expectation value of S² is 8.7905.

Geometry (Å):
Ir1 -0.28 -0.89 -0.28
C1 1.37 1.65 -3.40
C2 1.65 2.82 -2.46
C3 2.33 3.96 -3.23
C4 2.42 2.43 -1.19
C5 3.78 2.72 -1.11
C6 4.50 2.48 0.04
C7 3.86 1.98 1.16
C8 2.52 1.63 1.14
C9 1.97 1.13 2.48
C10 2.60 -0.22 2.88
C11 0.45 1.06 2.67
C12 1.82 1.83 -0.06
N1 0.47 1.34 -0.17
C13 -0.46 2.22 -0.28
C14 -1.83 1.80 -0.36
C15 -2.99 2.64 -0.62
C16 -4.05 1.82 -0.49
C17 -3.50 0.48 -0.10
N2 -2.18 0.51 -0.10
C18 -4.37 -0.64 0.40
C19 -5.22 -0.03 1.53
C20 -5.29 -1.09 -0.75
C21 -3.60 -1.83 0.97
H1 0.84 2.01 -4.28
H2 0.79 0.86 -2.93
H3 2.31 1.20 -3.73
H4 0.68 3.22 -2.15
H5 3.23 3.62 -3.73
H6 2.58 4.80 -2.58
H7 1.65 4.32 -4.00
H8 4.28 3.15 -1.97
H9 5.56 2.72 0.08
H10 4.42 1.86 2.08
H11 2.32 1.88 3.20
H12 2.34 -0.98 2.14
H13 2.22 -0.53 3.86
H14 3.68 -0.16 2.94
H15 0.00 0.27 2.07
H16 -0.05 2.00 2.45
H17 0.25 0.82 3.72
H18 -0.24 3.28 -0.26
H19 -2.98 3.69 -0.87
H20 -5.09 2.07 -0.60
H21 -5.82 0.83 1.20
H22 -4.59 0.29 2.37
H23 -5.91 -0.80 1.90
H24 -5.92 -0.28 -1.12
H25 -5.95 -1.88 -0.38
H26 -4.71 -1.49 -1.58
H27 -4.26 -2.39 1.62
H28 -3.25 -2.51 0.20
H29 -2.73 -1.53 1.55
C22 3.71 -1.42 -1.66
C23 2.31 -1.22 -1.15
O1 1.36 -1.14 -1.98
O2 2.09 -1.15 0.09
H30 3.87 -0.86 -2.58
H31 3.85 -2.48 -1.87
H32 4.43 -1.12 -0.90
Cl1 -0.66 -3.31 -2.60
C24 -1.41 -1.83 -1.97
H33 -2.35 -2.11 -1.53
H34 -1.53 -1.09 -2.76
C25 1.36 -4.00 1.09
C26 0.24 -3.25 1.80
C27 -0.80 -4.21 2.36
O3 -0.46 -2.36 0.94
H35 1.78 -4.75 1.76
H36 2.15 -3.32 0.76
H37 0.95 -4.51 0.21
H38 0.67 -2.69 2.63
H39 -1.25 -4.78 1.55
H40 -1.59 -3.66 2.88
H41 -0.34 -4.90 3.07